# 1
{
  "formula": "C3H9NO2S2",
  "method": "wB97M-V/def2-TZVPD",
  "homo_ev": -9.35,
  "largest_force_ev_per_a": 4.7,
  "total_charge": 0,
  "e_tot_ev": -30510.850,
  "relative_energy_kcal_mol": 57.97,
  "gap_ev": 9.880,
  "species": ["C", "C", "C", "N", "O", "O", "S", "S", "H", "H", "H", "H", "H", "H", "H", "H", "H"],
  "coordinates": [[0.1431, -1.2566, -0.4938], [-0.1988, 1.0958, -1.5883], [0.2042, 0.3541, -0.2640], [-0.4848, -0.4107, 2.2609], [-2.3298, 0.0811, 0.5470], [-1.0787, 1.9108, 1.4667], [1.6883, 0.7269, 0.7054], [-1.0799, 0.5710, 0.9964], [0.8966, -1.7606, -1.0242], [-0.7148, -1.5339, -1.2105], [0.0334, -1.6959, 0.4990], [-0.1749, 2.1888, -1.2456], [0.6092, 0.9719, -2.2955], [-1.1898, 0.6435, -1.8997], [-0.3925, 0.3749, 2.9256], [-1.0851, -1.1302, 2.6081], [1.1739, 1.3370, 1.6522]],
  "atomic_forces_ev_per_a": [[-2.424, 1.214, -0.444], [0.139, 0.944, 2.608], [-0.881, -2.881, -0.334], [0.144, 2.587, -0.159], [-0.955, -0.990, -0.769], [0.701, 1.196, 0.563], [2.729, -1.348, -3.573], [-0.451, -1.240, -0.025], [1.993, 0.135, -0.341], [0.589, 0.730, 1.578], [-0.019, -0.326, -0.454], [-0.705, -1.276, -1.101], [-0.056, -0.222, -0.349], [1.202, 1.032, 0.134], [0.175, -1.210, 0.435], [-0.756, -0.237, -0.106], [-1.424, 1.893, 2.336]],
  "mulliken_charge": [-1.286, -1.219, 0.597, -0.587, -0.651, -0.606, -0.143, 1.003, 0.427, 0.271, 0.429, 0.315, 0.396, 0.351, 0.305, 0.256, 0.141]
}

# 2
{
  "formula": "C4H19NO5",
  "method": "wB97M-V/def2-TZVPD",
  "homo_ev": -8.38,
  "largest_force_ev_per_a": 1.6,
  "total_charge": 0,
  "smiles": "C/C=C/NC.O.O.O.O.O",
  "e_tot_ev": -16183.150,
  "relative_energy_kcal_mol": 25.72,
  "gap_ev": 8.913,
  "species": ["C", "C", "C", "N", "C", "H", "H", "H", "H", "H", "H", "H", "H", "H", "O", "H", "H", "O", "H", "H", "O", "H", "H", "O", "H", "H", "O", "H", "H"],
  "coordinates": [[1.9133, -1.3189, -0.3378], [0.6241, -1.6116, 0.3954], [-0.5313, -1.6085, -0.2688], [-1.8042, -1.3926, 0.2492], [-2.0367, -1.7113, 1.6632], [2.7034, -2.0074, -0.1589], [1.6720, -1.2029, -1.3892], [2.1991, -0.3112, -0.0379], [0.7601, -1.8128, 1.4506], [-0.4824, -1.6454, -1.3523], [-2.5103, -1.8156, -0.3368], [-1.9493, -0.8430, 2.3162], [-3.0730, -2.0015, 1.8375], [-1.3121, -2.4775, 1.9376], [0.2992, 1.8331, 0.2871], [-0.5293, 1.9829, -0.2215], [0.2099, 0.9162, 0.5627], [2.7741, 1.9100, -1.1467], [1.8476, 1.8286, -0.8719], [3.3875, 1.4708, -0.5570], [-1.8507, 1.5627, -1.4753], [-2.0083, 0.7427, -0.9941], [-1.5858, 1.3954, -2.3845], [0.4488, 0.7663, -2.7859], [1.3415, 0.9820, -2.4947], [0.3568, -0.1614, -3.0044], [-0.1894, 0.1981, 3.6579], [-0.5107, 1.0654, 3.3955], [0.7028, 0.3059, 3.9956]],
  "atomic_forces_ev_per_a": [[-1.438, 0.665, -0.012], [0.863, -0.517, -0.170], [0.203, 0.567, 0.316], [-0.750, -0.529, -0.108], [-0.033, 0.417, -0.054], [0.682, -0.567, 0.058], [0.347, -0.318, -0.318], [0.424, -0.084, 0.149], [-0.569, 0.482, 0.198], [-0.184, 0.325, -0.043], [-0.020, 0.038, -0.012], [0.623, 0.029, -0.180], [0.116, -0.501, -0.357], [-0.338, -0.124, 0.520], [-0.390, 0.213, -0.056], [0.511, -0.006, -0.092], [0.049, -0.311, 0.098], [0.157, 0.306, -1.201], [0.177, 0.027, 1.064], [-0.445, -0.112, 0.278], [-0.704, 0.689, 0.506], [0.038, -0.320, -0.403], [0.332, -0.355, 0.272], [-0.566, 0.373, -0.329], [0.273, -0.398, -0.141], [0.573, -0.071, 0.035], [-0.183, -0.297, -0.022], [0.250, 0.130, 0.027], [0.004, 0.248, -0.024]],
  "mulliken_charge": [-0.855, -0.406, -0.049, -0.147, -0.829, 0.456, 0.130, 0.021, 0.307, 0.252, 0.263, 0.178, 0.332, 0.301, -0.723, 0.485, 0.343, -0.658, 0.318, 0.292, -0.742, 0.329, 0.294, -0.547, 0.344, 0.313, -0.602, 0.316, 0.284]
}

# 3
{
  "formula": "C27H32F5N2O7P2PtS2",
  "method": "wB97M-V/def2-TZVPD",
  "s2": 2.007,
  "homo_ev": [-3.93, -4.25],
  "largest_force_ev_per_a": 0.5,
  "total_charge": -1,
  "e_tot_ev": -102919.549,
  "gap_ev": [5.861, 6.184],
  "multiplicity": 3,
  "species": ["Pt", "C", "C", "C", "O", "P", "O", "C", "P", "O", "O", "C", "C", "C", "O", "C", "C", "C", "O", "C", "C", "C", "H", "H", "H", "H", "H", "H", "H", "H", "H", "H", "H", "H", "H", "H", "H", "H", "H", "H", "H", "H", "H", "H", "H", "H", "H", "H", "H", "H", "H", "H", "S", "C", "C", "C", "C", "N", "C", "C", "C", "S", "C", "N", "H", "H", "F", "C", "C", "F", "C", "F", "C", "O", "C", "F", "C", "F"],
  "coordinates": [[0.8017, 0.0952, 1.4913], [-2.2344, 2.4830, -4.2011], [-1.4711, 1.2422, -3.7905], [-0.2650, 0.9803, -4.6665], [-1.0213, 1.4555, -2.4264], [-1.3297, 0.4148, -1.2749], [-0.9428, 0.9376, 0.0454], [-0.4965, -1.1010, -1.7773], [-0.5420, -2.4448, -0.5780], [-0.3312, -2.0251, 0.8177], [0.4526, -3.5469, -1.1256], [1.9125, -3.5345, -1.1240], [2.5075, -2.7087, -0.0053], [2.3960, -3.1050, -2.4963], [-1.9473, -3.0894, -0.8881], [-2.5336, -4.2435, -0.2258], [-2.2935, -4.2530, 1.2723], [-2.0529, -5.5130, -0.9012], [-2.8613, 0.0430, -1.4253], [-3.9085, 0.5846, -0.5545], [-3.8420, 2.0970, -0.4628], [-3.8494, -0.1033, 0.7938], [-2.5403, 2.4062, -5.2454], [-1.5970, 3.3605, -4.0848], [-3.1237, 2.6152, -3.5854], [-2.1457, 0.3812, -3.8055], [0.4082, 1.8371, -4.6459], [-0.5883, 0.8082, -5.6943], [0.2931, 0.1067, -4.3289], [0.5498, -0.8206, -1.9213], [-0.9095, -1.4692, -2.7178], [2.1636, -4.5851, -0.9706], [2.2892, -1.6439, -0.1207], [3.5926, -2.8207, -0.0258], [2.1409, -3.0158, 0.9728], [2.2915, -2.0272, -2.6350], [1.8403, -3.6205, -3.2800], [3.4536, -3.3497, -2.6012], [-3.5987, -4.1111, -0.4240], [-1.2583, -4.4968, 1.5107], [-2.9444, -5.0075, 1.7177], [-2.5119, -3.2879, 1.7232], [-0.9832, -5.6508, -0.7437], [-2.2451, -5.4818, -1.9735], [-2.5802, -6.3679, -0.4744], [-4.8206, 0.2927, -1.0768], [-2.9588, 2.4170, 0.0890], [-4.7279, 2.4566, 0.0626], [-3.8246, 2.5515, -1.4545], [-2.9199, 0.1357, 1.3127], [-3.9184, -1.1832, 0.6650], [-4.6878, 0.2286, 1.4085], [2.5967, -0.6689, 2.8387], [2.3332, 0.5122, 4.1157], [3.4195, 0.9414, 4.8732], [3.2736, 1.8353, 5.9250], [4.4314, 2.2445, 6.6748], [5.3678, 2.5667, 7.2603], [1.9976, 2.3256, 6.2326], [0.9084, 1.9059, 5.4827], [1.0414, 1.0017, 4.4305], [-0.3924, 0.4575, 3.5807], [1.7977, 3.2490, 7.3175], [1.6239, 3.9743, 8.1933], [4.4057, 0.5668, 4.6324], [-0.0754, 2.2885, 5.7199], [2.9391, 4.8105, -3.2433], [2.6002, 4.1448, -2.1190], [2.4769, 2.7718, -2.1180], [2.7101, 2.0817, -3.2544], [2.1244, 2.0950, -0.9681], [2.0223, 0.7380, -1.0614], [1.8777, 2.7293, 0.2682], [1.5578, 2.1406, 1.3609], [2.0223, 4.1386, 0.2150], [1.8050, 4.8466, 1.3336], [2.3679, 4.8203, -0.9310], [2.4808, 6.1596, -0.9092]],
  "atomic_forces_ev_per_a": [[-0.050, 0.169, 0.427], [0.003, 0.014, -0.033], [-0.025, 0.047, 0.042], [0.041, 0.025, 0.016], [0.034, -0.034, -0.052], [-0.111, -0.048, 0.123], [0.190, -0.034, -0.162], [-0.058, 0.018, 0.068], [-0.034, 0.031, 0.191], [0.013, -0.094, -0.117], [0.019, -0.039, -0.067], [0.052, 0.005, 0.050], [0.011, -0.002, -0.004], [-0.030, 0.011, -0.009], [-0.035, -0.012, -0.100], [0.017, 0.016, 0.004], [-0.036, -0.003, -0.009], [0.005, -0.027, 0.011], [-0.032, 0.007, -0.004], [0.008, -0.028, 0.039], [0.022, -0.001, -0.010], [0.030, 0.020, 0.018], [-0.012, 0.007, -0.001], [-0.002, -0.002, -0.008], [0.021, -0.007, -0.015], [0.004, -0.007, 0.011], [0.019, 0.008, 0.004], [0.014, 0.001, -0.009], [-0.008, 0.002, 0.006], [-0.012, -0.012, -0.008], [0.049, 0.029, -0.044], [-0.027, -0.020, -0.007], [0.018, -0.024, -0.019], [0.005, -0.015, 0.000], [0.000, 0.009, -0.012], [0.001, -0.004, 0.003], [0.015, -0.014, 0.000], [0.007, 0.019, 0.003], [0.001, 0.007, 0.035], [0.012, -0.007, -0.006], [0.032, -0.018, 0.014], [-0.035, 0.037, -0.009], [-0.019, 0.006, 0.008], [-0.008, 0.008, -0.004], [-0.004, -0.008, -0.022], [0.007, -0.010, -0.028], [0.007, -0.002, 0.010], [0.004, 0.006, 0.000], [-0.020, -0.015, 0.029], [-0.025, -0.004, -0.006], [0.016, -0.044, 0.015], [0.001, -0.006, -0.001], [-0.176, 0.218, -0.095], [-0.024, -0.165, -0.006], [0.037, -0.030, -0.021], [0.147, 0.027, 0.091], [-0.156, -0.005, -0.115], [0.020, -0.023, 0.023], [-0.045, 0.108, 0.132], [-0.050, 0.007, -0.007], [-0.049, -0.161, 0.005], [0.215, 0.113, -0.146], [0.049, -0.117, -0.097], [-0.019, 0.023, 0.000], [0.000, 0.006, -0.008], [0.002, 0.008, -0.001], [0.001, -0.006, 0.017], [0.002, -0.002, -0.050], [0.004, -0.032, -0.052], [-0.051, 0.010, 0.025], [0.033, 0.011, -0.036], [0.015, 0.023, -0.003], [-0.079, -0.157, 0.029], [0.036, 0.135, -0.042], [-0.002, 0.070, -0.005], [0.007, -0.018, -0.037], [-0.008, 0.047, 0.042], [-0.005, -0.050, -0.003]],
  "mulliken_charge": [2.656, -1.483, 0.734, -1.250, -0.222, 0.947, -1.417, -0.268, 0.821, -1.086, -0.362, 0.478, -1.073, -1.339, -0.295, 0.466, -1.285, -1.345, -0.485, 0.348, -1.096, -0.850, 0.429, 0.277, 0.291, 0.349, 0.246, 0.450, 0.209, -0.068, 0.584, 0.391, -0.094, 0.517, 0.391, 0.127, 0.353, 0.460, 0.287, 0.322, 0.475, 0.266, 0.188, 0.319, 0.459, 0.344, 0.205, 0.510, 0.144, 0.059, 0.092, 0.545, -0.663, 0.570, -0.991, 0.504, -0.130, -0.581, 0.607, -0.858, 0.432, -0.599, -0.130, -0.576, 0.487, 0.494, -0.347, 0.586, -0.191, -0.433, -0.135, -0.213, 0.676, -1.117, 0.307, -0.335, 0.245, -0.331]
}

Repeat the first record exactly.
{
  "formula": "C3H9NO2S2",
  "method": "wB97M-V/def2-TZVPD",
  "homo_ev": -9.35,
  "largest_force_ev_per_a": 4.7,
  "total_charge": 0,
  "e_tot_ev": -30510.850,
  "relative_energy_kcal_mol": 57.97,
  "gap_ev": 9.880,
  "species": ["C", "C", "C", "N", "O", "O", "S", "S", "H", "H", "H", "H", "H", "H", "H", "H", "H"],
  "coordinates": [[0.1431, -1.2566, -0.4938], [-0.1988, 1.0958, -1.5883], [0.2042, 0.3541, -0.2640], [-0.4848, -0.4107, 2.2609], [-2.3298, 0.0811, 0.5470], [-1.0787, 1.9108, 1.4667], [1.6883, 0.7269, 0.7054], [-1.0799, 0.5710, 0.9964], [0.8966, -1.7606, -1.0242], [-0.7148, -1.5339, -1.2105], [0.0334, -1.6959, 0.4990], [-0.1749, 2.1888, -1.2456], [0.6092, 0.9719, -2.2955], [-1.1898, 0.6435, -1.8997], [-0.3925, 0.3749, 2.9256], [-1.0851, -1.1302, 2.6081], [1.1739, 1.3370, 1.6522]],
  "atomic_forces_ev_per_a": [[-2.424, 1.214, -0.444], [0.139, 0.944, 2.608], [-0.881, -2.881, -0.334], [0.144, 2.587, -0.159], [-0.955, -0.990, -0.769], [0.701, 1.196, 0.563], [2.729, -1.348, -3.573], [-0.451, -1.240, -0.025], [1.993, 0.135, -0.341], [0.589, 0.730, 1.578], [-0.019, -0.326, -0.454], [-0.705, -1.276, -1.101], [-0.056, -0.222, -0.349], [1.202, 1.032, 0.134], [0.175, -1.210, 0.435], [-0.756, -0.237, -0.106], [-1.424, 1.893, 2.336]],
  "mulliken_charge": [-1.286, -1.219, 0.597, -0.587, -0.651, -0.606, -0.143, 1.003, 0.427, 0.271, 0.429, 0.315, 0.396, 0.351, 0.305, 0.256, 0.141]
}